Arrangement w

Computed, not measured: a single C3H8N4O molecule, with ωB97M-V/def2-TZVPD.

For the LUMO energy, the calculation gives 0.548 eV. The orbital gap comes out at 8.9 eV. As for the HOMO energy: -8.4 eV. Its multiplicity is 1. The SMILES is C/C(=N/NC=O)NN.

Last column: Mulliken charge in e.
Cartesian coordinates (Å):
C1 1.830 -1.808 0.035  -1.128
C2 1.004 -0.591 -0.056  0.665
C3 -2.445 0.418 -0.021  0.018
H1 1.239 -2.674 -0.293  0.344
H2 2.711 -1.761 -0.674  0.335
H3 2.210 -2.060 1.046  0.221
H4 2.760 0.280 0.177  0.237
H5 1.572 2.198 0.982  0.189
H6 1.910 2.521 -0.535  0.223
H7 -0.583 1.400 -0.016  0.351
H8 -2.868 1.438 -0.007  0.298
N1 1.827 0.543 -0.165  -0.146
N2 1.431 1.835 0.054  -0.635
N3 -0.261 -0.650 0.080  -0.517
N4 -1.068 0.476 -0.032  0.073
O1 -3.098 -0.610 0.002  -0.529



Arrangement x

Computed, not measured: a single C3H8N4O molecule, with ωB97M-V/def2-TZVPD.

For the LUMO energy, the calculation gives 0.829 eV. The orbital gap comes out at 9.6 eV. As for the HOMO energy: -8.8 eV. Its multiplicity is 1. The SMILES is [H]/N=C(/CON=C)NN.

Last column: Mulliken charge in e.
Cartesian coordinates (Å):
C1 1.511 -0.618 0.073  0.502
C2 0.485 0.567 -0.172  -0.337
C3 -2.124 1.691 -1.528  -0.182
H1 -1.151 -1.266 1.141  0.236
H2 -0.262 -0.404 2.631  0.288
H3 1.315 -2.011 1.616  0.138
H4 2.573 -2.197 -0.314  0.225
H5 0.857 1.076 -0.996  0.465
H6 0.664 1.130 0.625  0.332
H7 -2.745 2.494 -2.214  0.250
H8 -2.567 0.577 -1.733  0.187
N1 -0.338 -0.778 1.515  -0.621
N2 1.098 -1.210 1.204  -0.172
N3 2.563 -1.091 -0.536  -0.757
N4 -1.043 1.715 -0.943  -0.377
O1 -0.835 0.326 -0.369  -0.178



Least stable structure: arrangement x